Entry 1:
The following is a quantum chemistry calculation of a molecular structure, C41H61CrIN2P2SSi in a non-equilibrium geometry, from the OMol25 dataset.

```
110
C41H61CrIN2P2SSi, DFT wB97M-V/def2-TZVPD
H 4.50 -2.72 -1.67
C -3.18 -1.35 -3.89
H 5.09 2.58 -4.93
C 2.93 -1.26 -1.45
C -1.24 -0.23 -2.73
H -1.61 6.42 -0.18
H 2.53 -0.46 -2.06
H 3.98 2.69 -0.87
Si 1.52 -1.21 2.08
C -1.14 4.35 -0.62
H 3.90 -1.28 -4.27
C -4.82 -0.19 2.73
C -0.98 -4.53 2.58
H -0.88 2.20 -0.61
H -0.15 5.65 1.66
H -2.43 -1.15 1.10
C -2.26 0.69 2.23
H -3.80 -1.36 -4.79
H 4.97 -1.11 -2.16
C 0.87 1.52 5.82
H -5.77 -0.55 3.11
H 0.38 3.30 1.32
H 6.01 3.14 -2.39
H -2.42 0.55 4.37
H 2.15 0.14 6.86
H -0.07 4.56 -0.76
H 0.95 -3.88 -2.54
P 0.24 -1.56 -0.74
C 2.39 1.79 -4.96
C 4.15 -1.83 -2.18
C -2.63 -2.76 -3.61
C -0.31 -2.75 0.54
H 3.23 -0.84 -0.48
C 1.12 -0.22 3.64
H -2.86 5.28 0.29
H -2.60 -3.35 -4.53
H 2.13 -3.27 -4.59
H 3.94 -1.23 2.60
H 0.41 -3.44 3.78
C -1.22 5.39 1.68
H -1.73 0.49 -2.07
C -1.13 -1.59 -1.99
H -4.12 -2.20 2.33
N 3.97 2.62 -1.88
H 3.56 -2.49 1.41
H -1.01 -3.70 -2.55
H -0.38 2.70 4.57
C -1.30 2.98 0.03
C 0.30 -2.62 1.79
Cr 1.13 0.44 0.34
H 2.99 1.34 -5.74
H -3.30 -3.29 -2.93
C -1.26 -3.75 0.32
C -2.83 1.17 3.57
H 2.64 -4.10 -2.22
C -3.77 -1.29 2.80
H -2.42 0.64 -4.31
C -4.36 1.05 3.52
C -1.77 5.44 0.25
C 4.59 2.55 -3.97
H -0.99 4.03 3.32
H -1.24 -5.22 3.37
C -1.38 4.00 2.31
H -3.83 -1.02 -3.07
H 1.62 -1.75 -3.86
H -4.74 1.00 4.55
C 0.22 1.80 4.63
H -1.62 -1.34 2.64
H -2.45 3.76 2.36
H -3.59 -1.53 3.86
C -0.04 -3.53 2.80
H -4.78 1.95 3.07
H 4.41 -2.94 -4.03
C 1.89 -3.34 -2.44
H 2.38 -1.38 4.95
C 1.64 0.37 5.94
H 3.15 -2.74 3.11
I 3.10 1.90 1.37
C 2.28 -2.62 -3.72
H -1.72 6.14 2.30
H -1.38 -0.67 -4.85
H -2.33 -5.40 1.15
H -1.99 -1.68 -1.32
C 5.04 2.82 -2.74
H -4.99 0.08 1.68
C 3.21 -1.98 2.32
H -1.59 4.35 -1.61
H -2.55 2.20 3.79
C 3.75 -2.16 -3.64
H 1.65 1.08 -4.60
H -2.81 1.16 1.42
C -1.59 -4.63 1.33
H -0.25 0.16 -2.95
C -2.04 -0.35 -4.04
H -1.75 -3.85 -0.64
P -0.51 1.21 1.95
C 2.88 2.22 -2.55
S 1.32 1.89 -1.95
H -0.47 -2.58 -3.79
N 3.26 2.17 -3.85
C 0.33 0.94 3.54
C 1.76 -0.49 4.85
C -2.45 -0.84 2.15
C -0.66 2.97 1.43
H 2.10 -2.91 -0.35
H 1.87 2.67 -5.35
H -2.38 2.77 0.13
C 1.86 -2.35 -1.26
C -1.21 -2.73 -3.00
H 0.80 2.21 6.66
```

Calculated values
**Expectation value of S²**: 3.966
**Orbital gap (spin up / spin down)**: 7.58 / 8.01 eV
**Spin multiplicity**: 4
**Total charge**: +1
**LUMO level (spin up / spin down)**: -3.1 / -2.2 eV

Entry 2:
The following is a quantum chemistry calculation of 7 unconnected molecules or ions with the total composition C41H61F18IN4O15P in a non-equilibrium geometry, from the OMol25 dataset.

```
141
C41H61F18IN4O15P, DFT wB97M-V/def2-TZVPD
H 0.19 -0.81 -1.47
H 6.03 3.22 -1.39
H 5.96 -0.67 3.16
H 7.24 2.08 -1.97
H -7.80 -8.28 2.14
H 3.04 1.08 -1.17
C 10.33 1.21 1.39
C 3.63 3.82 2.35
H -7.49 -6.56 1.89
O 1.16 -12.08 3.41
I 3.92 0.98 4.39
F 3.77 -12.75 3.33
H 3.27 3.80 3.38
H -10.23 -7.77 2.56
H 2.15 3.94 0.79
P 5.20 0.95 -1.38
O 2.04 -2.62 0.71
H -2.20 -4.27 -0.41
H -9.90 -6.06 2.36
H -1.26 -2.89 1.42
C -9.58 -7.05 2.07
F 3.39 -12.68 1.20
H 2.44 6.18 0.08
F -0.56 7.59 -2.60
F 1.06 6.60 -1.56
H 5.87 2.57 -3.02
H 0.41 11.27 -0.50
H 1.78 4.97 2.14
H -4.63 13.09 -6.42
F -11.43 -7.84 -1.61
C -6.58 -4.68 -3.61
H -0.21 -2.38 -0.80
C 4.25 -3.06 1.54
C 1.52 -1.42 0.11
C -4.57 -3.68 -2.95
O -4.56 -4.22 -1.88
H -7.23 -3.74 -1.78
F -9.97 -9.39 -1.98
H 0.22 -9.61 4.00
H 3.86 -3.92 2.09
H 0.76 -8.30 2.96
C -3.72 12.09 -4.75
H 2.38 -0.86 -0.27
C 0.92 8.94 -1.35
H 3.03 11.59 -2.05
C 3.22 5.77 0.71
F -2.68 -3.38 -4.33
F -2.93 13.78 -0.44
C 2.60 4.62 1.51
H -0.60 -4.53 1.49
H 3.32 -1.32 2.46
N 8.22 1.79 2.68
F -4.59 -8.08 0.75
C 6.02 0.71 0.34
C -9.89 -8.32 0.12
O 3.68 -3.02 -0.77
H 6.67 -0.13 0.17
H 7.80 1.89 0.22
C -2.56 -4.39 0.61
H 6.15 2.36 3.74
H 2.89 2.01 1.78
O 1.06 8.88 -0.17
H -3.14 13.85 -5.84
C 0.19 -10.08 1.89
H -0.50 -10.92 1.98
O 3.77 1.71 -1.15
C 1.00 11.29 -1.41
C 4.73 1.63 2.40
C 7.07 2.02 2.04
H -4.62 11.58 -4.41
F 4.13 -10.92 2.24
O -9.79 -7.11 0.64
H -3.48 -3.83 0.70
F -3.95 -1.66 -4.04
C 0.04 -9.11 3.05
C -8.13 -7.27 2.42
O -2.82 -5.80 0.76
C -3.48 12.83 -2.54
C 3.32 -2.90 0.37
H -3.16 11.39 -5.37
C 1.87 -11.56 2.61
H 6.13 -1.42 1.60
H 4.07 0.18 1.00
C 3.32 -11.98 2.35
H 1.00 -0.83 0.86
O 0.87 10.03 -2.10
H 3.54 6.54 1.41
H 11.20 1.00 0.80
O -2.87 12.37 -3.63
H -6.99 -4.95 -4.59
H 4.35 -2.21 3.52
O -4.21 -5.41 2.49
C 2.45 11.61 -1.13
C 6.18 2.33 -2.01
C -3.45 -2.74 -3.45
H 2.89 10.88 -0.45
C 0.72 7.70 -2.24
O -5.47 -3.80 -3.90
O -4.64 13.04 -2.40
H -4.63 14.04 -4.93
N 3.79 2.49 1.79
H 4.56 4.37 2.32
O -9.82 -9.36 0.70
H -0.96 -8.70 3.06
H 4.03 5.19 -1.21
H 5.24 -3.34 1.18
C -7.63 -4.00 -2.76
C -1.50 -3.93 1.59
C -3.64 -6.14 1.74
H 4.80 4.37 0.13
N 5.96 2.38 2.75
F 1.46 7.75 -3.34
H -8.49 -4.65 -2.63
H -6.22 -5.59 -3.14
H -1.85 -4.03 2.62
F -2.63 -8.29 1.63
F -9.36 -7.32 -1.97
H 8.29 1.91 3.68
F -2.67 -2.34 -2.44
C -10.16 -8.22 -1.39
N 6.91 1.89 0.71
C 5.02 0.41 1.48
F -4.38 -8.08 2.88
C 9.35 1.44 2.01
H 2.54 12.60 -0.68
C 4.26 -1.87 2.50
F -1.34 13.67 -1.90
H 5.17 6.05 -0.18
C -2.43 13.05 -1.43
C 4.37 5.32 -0.18
C -3.82 -7.67 1.75
H -7.97 -7.15 3.49
H -7.96 -3.07 -3.24
H 0.57 12.03 -2.08
C 0.62 -1.73 -1.07
C -4.05 13.34 -5.53
C 5.42 -0.88 2.24
H 1.21 -2.16 -1.87
H -0.01 -9.58 0.95
F -2.06 11.86 -0.93
O 1.54 -10.57 1.79
```

Calculated values
**Orbital gap**: 8.03 eV
**Total charge**: +1
**LUMO level**: -3.5 eV

Entry 3:
The following is a quantum chemistry calculation of a molecular structure, C41H61IN2O16P in a non-equilibrium geometry, from the OMol25 dataset.

```
122
C41H61IN2O16P, DFT wB97M-V/def2-TZVPD
H -1.40 1.36 -3.51
I -3.62 0.42 -1.76
O 5.94 -4.70 7.41
C -0.93 2.10 -1.50
H -2.93 3.36 0.57
C -2.46 1.51 1.45
H 1.98 -2.56 5.43
H -1.69 3.31 2.30
C 2.31 -0.63 3.08
C -1.71 5.48 -0.15
H -2.24 -1.53 2.95
H -0.01 4.34 0.31
H -1.31 -9.53 -1.97
C 4.25 0.50 3.06
O 0.73 2.22 -4.86
C -2.34 -6.59 -1.60
H -0.64 -3.79 -2.33
H -0.17 0.40 5.45
O -2.86 5.24 -4.46
H 3.12 -6.07 5.26
H -0.10 2.20 0.51
O 4.14 -3.78 6.40
H -1.84 4.95 -7.54
C 3.58 -3.94 5.09
C -1.32 1.66 3.59
H -3.13 -0.47 0.98
H 0.24 6.31 -2.14
H -1.10 5.84 -3.59
C -2.95 2.32 0.26
H 1.13 1.99 -0.67
C -2.22 5.75 -5.59
C 3.10 1.47 3.14
H 0.88 1.72 -5.67
H 4.14 -3.30 4.41
H 1.59 3.61 -1.92
H 2.83 -2.66 -0.96
H 3.22 2.32 2.46
C 1.32 -0.65 -0.51
C -1.73 3.91 -2.84
H 1.54 -4.23 5.73
C 0.12 1.68 -0.44
H 0.00 -5.07 -1.34
H -4.10 4.85 -1.15
C -0.84 -0.35 5.01
H -0.80 -0.32 -0.47
O 1.54 -1.54 3.06
C -4.15 3.95 -1.78
H -2.03 3.73 -6.29
H -1.50 3.44 -3.79
H 0.01 0.06 1.02
C 0.71 4.08 -2.35
H 5.06 0.95 5.00
C 3.87 -5.40 4.82
H 2.59 7.05 -2.50
O 2.19 -3.48 -3.09
C -2.67 -8.56 -0.58
H 6.12 -0.01 3.99
C -0.78 4.53 -0.46
C -1.45 0.29 3.76
H -3.31 2.57 -3.01
H -2.45 -10.26 0.72
H -4.02 2.10 0.20
H 1.56 -0.59 -1.58
H 3.14 5.21 -2.56
N 1.92 -3.07 -0.87
H -0.81 2.31 4.29
H 5.92 1.72 3.66
H 0.71 4.13 -3.44
H -5.75 3.72 -3.22
H 0.44 -0.39 -4.97
H 0.00 -2.27 -0.81
C -5.42 3.57 -2.18
H 1.72 -3.65 4.06
O 1.96 5.76 -0.98
H -6.12 3.17 -1.44
C 2.43 5.99 -2.36
C -1.82 2.24 2.45
H 2.16 -0.43 0.15
C -2.02 5.35 -3.27
H 2.92 1.83 4.15
C -2.95 3.15 -2.16
C -1.40 -8.61 -1.39
C 1.02 5.57 -2.00
H 0.72 -2.34 0.77
H -2.37 5.40 0.72
H 4.61 0.39 2.03
C 2.12 -3.58 5.07
P 0.92 1.21 -3.59
O 1.09 -0.25 -4.26
O -2.51 -5.46 -1.96
C 1.51 -3.65 -2.08
O 5.10 -5.59 5.51
N -2.40 2.09 -1.14
O 1.99 0.64 2.74
H 3.98 -5.62 3.76
O -2.23 6.93 -5.81
C 0.10 0.17 -0.07
C 5.41 0.81 3.98
H -1.71 -8.77 1.34
H -0.18 -1.14 4.66
H -1.86 6.36 -0.77
C -2.60 0.16 1.68
C -1.59 4.71 -6.51
H -0.51 4.72 -6.32
C 0.23 -4.44 -2.20
C 5.14 -4.69 6.53
C -2.56 -9.18 0.79
H -0.82 0.11 -2.46
O -1.56 -7.48 -2.26
H -3.51 -9.00 -1.12
O 2.14 1.52 -2.86
H -2.61 5.93 -2.56
C -0.67 1.17 -2.70
C 0.95 -2.14 -0.28
O 3.61 -0.73 3.43
C -0.66 3.65 -1.69
H 0.26 -5.06 -3.09
H -3.45 -8.96 1.38
C -2.11 -0.46 2.81
H -0.50 -8.47 -0.79
H -1.58 -0.71 5.72
O -2.90 -7.14 -0.50
```

Calculated values
**Orbital gap**: 5.96 eV
**Total charge**: +1
**LUMO level**: -5.0 eV

Entry 4:
The following is a quantum chemistry calculation of 4 unconnected molecules or ions with the total composition C41H62ClN2O10PS in a non-equilibrium geometry, from the OMol25 dataset.

```
118
C41H62ClN2O10PS, DFT wB97M-V/def2-TZVPD
H -4.12 -0.38 -7.64
C -0.35 0.07 2.55
C 5.92 -4.23 -1.61
H 5.00 -6.04 -2.41
H -1.39 4.32 2.43
C -3.10 -0.04 -7.46
C -7.31 0.06 -1.29
C 6.77 -0.25 1.36
H 4.14 -5.30 -1.05
O -2.45 -1.02 -6.65
H 7.40 -1.95 4.29
H 6.33 -4.46 -0.62
H -1.54 -5.23 -0.33
C 3.63 -0.47 0.87
C -2.78 -2.48 -0.87
H -0.89 6.90 5.19
C -0.20 -3.32 -2.91
C 8.18 0.00 2.18
H -6.01 3.55 4.12
H -7.64 0.70 -0.37
H -1.60 -2.81 -7.29
C 2.05 -0.73 1.24
O 0.13 -4.26 -3.84
C -4.51 1.77 1.20
H -5.54 -2.36 -0.83
H 1.52 2.52 3.27
O -3.40 -3.32 -1.96
H -1.55 -5.41 -2.21
H 7.17 -2.89 2.67
H 7.98 0.52 3.23
C -1.15 -2.73 -0.66
C -2.89 -0.47 1.19
C 3.67 2.00 2.26
N -0.35 -3.72 -1.46
H 8.95 0.69 1.62
C 4.72 -5.09 -1.96
H 3.45 -2.61 -1.47
H -3.35 -2.77 -2.82
C -5.69 -0.17 -1.40
H -1.24 -1.18 -3.01
N 6.01 1.02 1.02
O 1.82 -3.24 0.67
C 2.08 1.71 2.63
H -4.43 0.05 2.79
C -1.25 -0.71 1.43
H -1.00 6.66 2.17
H 6.72 -4.35 -2.35
C 1.24 0.39 2.15
H -3.25 6.56 5.24
H -0.56 -1.81 -4.66
H -2.57 -2.01 -9.31
H -7.80 -1.03 -1.24
H 6.34 1.73 1.71
H 2.88 -4.44 -2.95
C 8.95 -1.43 2.56
H -5.05 0.80 -1.35
H 0.00 -5.97 -1.29
C -1.51 -1.74 -7.46
C -1.38 7.08 4.23
O -6.87 1.88 3.10
H 0.67 -1.22 -3.34
O 5.62 3.26 4.20
C 3.94 -4.18 -2.87
H 4.24 -1.26 0.23
C -4.72 3.09 2.21
C -0.43 -1.84 0.52
H 8.57 -3.39 3.87
S 5.45 4.54 1.39
H -2.93 0.38 -9.60
H -5.47 -0.66 -2.46
H -7.80 0.56 -2.25
O -2.66 5.12 3.87
H -6.53 0.15 4.47
H 9.31 -2.02 1.59
H -0.91 -1.43 -9.54
O -0.72 0.43 3.78
H 4.37 -4.22 -3.88
C -2.32 0.05 -8.76
H -3.68 3.51 2.54
H -8.29 0.38 3.75
H 7.06 -0.87 0.38
C -5.27 -1.32 -0.29
H -5.35 3.92 1.65
H -5.59 1.45 0.87
P 4.51 3.64 2.89
H -1.37 8.16 4.04
O 5.48 -2.87 -1.65
C -7.35 0.97 4.17
H -7.71 1.57 5.13
H -3.43 6.99 3.53
C -1.34 4.90 3.36
C -5.65 2.60 3.49
H 5.13 3.01 5.04
H -1.48 0.75 -8.64
C -2.78 6.50 4.26
O 3.28 4.70 3.52
C -0.35 -1.78 -3.50
C 4.51 0.86 1.37
C -3.69 0.65 2.08
H 9.92 -1.23 3.23
C -3.67 -1.39 0.04
H -3.00 1.27 2.82
H 4.15 -2.02 -2.99
H -5.00 1.95 4.23
C -0.83 -5.15 -1.29
C 8.01 -2.47 3.41
H -3.13 0.92 -6.93
C -1.79 -1.36 -8.90
C 1.19 -2.07 0.78
Cl -6.37 -1.31 1.24
H 6.11 -0.95 2.06
H -0.50 -1.42 -7.16
H -0.78 4.32 4.10
H -3.92 2.09 0.21
C 4.18 -2.82 -2.26
C -0.72 6.27 3.15
H 0.37 6.25 3.22
H 3.13 5.50 2.94
```

Calculated values
**Orbital gap**: 6.67 eV
**Structure (SMILES)**: CCCCNc1cc2c(cc1P(O)(O)=S)C(=O)c1c(CCCCOC)c([C@@H](Cl)CC)c(O)c(N(C)C(C)=O)c1C2=O.C1CCOC1.C1CCOC1.C1CCOC1
**Total charge**: 0
**LUMO level**: -1.8 eV

Number 1: energy -4420.9123 Ha. Number 2: energy -5382.9655 Ha. Number 3: energy -3550.8541 Ha. Number 4: energy -3660.1897 Ha.